[1]
This record from OMol25 describes C5H20FMgO5 as an isolated structure in a non-equilibrium geometry. The level of theory is the ωB97M-V functional and the def2-TZVPD basis.

Properties
- LUMO: -0.166 Eh
- HOMO-LUMO gap: 7.14 eV

The geometry in ORCA input format:
```
! RIJCOSX wB97M-V def2-TZVPD def2/J DEFGRID3
* xyz 1 1
H -2.52 -2.05 -0.23
H 2.21 -2.13 -2.44
H -0.83 0.95 1.78
C -2.36 -1.62 -1.22
F -0.20 -0.06 0.44
H 1.17 0.49 -1.98
H -1.26 1.35 -0.06
H 0.21 0.17 3.52
H -1.43 2.51 -1.97
H 3.70 -0.19 1.67
O -1.13 1.46 2.54
H -0.99 -1.53 -2.60
H 0.22 1.89 4.04
H 2.06 0.30 2.06
O -0.99 -1.76 -1.66
C 1.93 -0.15 -2.44
C -0.40 1.07 3.68
C -2.33 2.36 -1.35
H 1.78 -0.11 -3.51
H 2.89 0.28 -2.16
H -2.93 1.57 -1.82
H -2.67 -0.58 -1.22
H -2.87 3.29 -1.34
Mg 0.50 -1.63 -0.29
H -1.10 0.77 4.46
H 2.72 -1.21 2.77
H 2.92 -1.96 0.53
C 2.70 -0.56 1.91
O -1.96 2.01 -0.03
O 1.73 -1.48 -1.92
O 2.26 -1.28 0.72
H -3.03 -2.20 -1.86
*
```

The computed Löwdin charges, all in e, follow:
1 H 0.1033
2 H 0.1323
3 H 0.0019
4 C -0.0499
5 F -0.4115
6 H 0.0945
7 H 0.0108
8 H 0.0563
9 H 0.0748
10 H 0.1010
11 O -0.1226
12 H 0.1232
13 H 0.0797
14 H 0.0836
15 O -0.1615
16 C -0.0515
17 C -0.1689
18 C -0.1542
19 H 0.1051
20 H 0.1049
21 H 0.0596
22 H 0.0810
23 H 0.0839
24 Mg 0.9369
25 H 0.0786
26 H 0.1003
27 H 0.1097
28 C -0.0321
29 O -0.1261
30 O -0.1639
31 O -0.1827
32 H 0.1035

---

[2]
This record from OMol25 describes one molecule with the formula C4H7N in a non-equilibrium geometry. The level of theory is the ωB97M-V functional and the def2-TZVPD basis.

Properties
- SMILES: C=NC(=C)C
- LUMO: 0.001 Eh
- HOMO-LUMO gap: 8.86 eV

The geometry in ORCA input format:
```
! RIJCOSX wB97M-V def2-TZVPD def2/J DEFGRID3
* xyz 0 1
C -0.36 -0.37 0.09
H 2.51 0.76 0.17
H 3.18 -1.02 0.17
H -0.46 1.51 0.93
H -2.37 -0.38 -0.28
N 1.04 -0.78 0.17
H -0.18 1.55 -0.85
C 2.32 -0.34 0.11
H -1.72 1.26 -0.25
C -1.62 -1.06 -0.12
C -0.67 1.10 0.00
H -1.69 -2.22 -0.14
*
```

The computed Löwdin charges, all in e, follow:
1 C -0.3369
2 H 0.0602
3 H 0.0555
4 H 0.0509
5 H -0.0026
6 N -0.0078
7 H 0.0822
8 C -0.0137
9 H 0.0606
10 C 0.0757
11 C -0.1119
12 H 0.0878

---

[3]
This record from OMol25 describes a 9-piece molecular cluster, C43H98IN4O11 overall in a non-equilibrium geometry. The level of theory is the ωB97M-V functional and the def2-TZVPD basis.

Properties
- LUMO: -0.151 Eh
- HOMO-LUMO gap: 6.65 eV

The geometry in ORCA input format:
```
! RIJCOSX wB97M-V def2-TZVPD def2/J DEFGRID3
* xyz 1 1
H -2.14 -1.56 -1.49
H -1.89 -2.79 7.90
H 6.88 6.12 -2.88
H -4.20 1.26 13.57
H -1.40 3.28 1.83
H 6.89 6.87 -5.29
H -5.20 2.55 -2.64
H -3.19 2.56 14.20
H 0.06 -6.53 2.35
H 5.30 7.59 -5.06
H 2.69 -7.21 -8.26
C -3.38 3.80 -5.09
O 2.40 -3.62 -2.60
C 6.23 7.33 -4.55
C 0.66 -4.06 0.63
O 5.21 5.24 -3.74
O 3.63 -2.21 -5.02
H 2.41 6.84 -1.90
C -4.89 3.39 -3.27
C 1.28 6.28 -3.67
O -3.24 -6.49 3.09
H -2.14 5.57 -5.17
H -3.22 -5.80 6.40
O 0.16 4.40 1.07
C -0.40 5.31 3.29
C -0.88 -2.40 7.70
H -3.30 2.69 11.70
H -5.58 0.18 10.14
C 4.04 -8.15 -6.86
H 1.45 -5.93 -3.06
H 2.49 -4.38 -8.20
H 1.20 5.59 -1.62
H -4.06 -0.37 12.06
H -1.43 4.95 3.32
H 0.23 4.55 3.77
H -4.15 4.18 -5.77
H -3.74 -4.74 5.07
C -4.75 0.83 10.40
H 1.35 -3.57 5.60
C 5.81 4.38 -4.68
H 6.71 8.24 -4.20
C -1.70 -2.31 -3.43
H 4.30 -5.60 -6.03
H -1.75 4.89 -0.77
H 0.38 -0.81 8.47
H 2.68 -4.14 0.85
I -2.12 -0.28 -4.11
H -1.67 2.40 12.28
H -5.14 1.65 11.00
H -6.56 3.23 -4.62
H -2.05 -5.17 5.24
H -0.91 -5.95 -2.72
H 2.01 6.67 -4.38
C 1.67 -3.90 -3.50
H 0.80 8.37 -1.99
H -2.98 3.83 -0.04
H 5.34 6.92 -2.65
H -2.56 0.90 14.08
C -2.95 -3.13 -3.74
C -1.37 -2.17 -1.94
C 2.00 -0.77 -4.07
H -0.80 -1.43 9.62
C -0.84 -6.93 2.82
C 2.54 -2.07 -4.61
C 1.46 9.25 -3.86
H 0.67 -5.48 -4.54
C 0.83 -5.15 -3.52
O 0.18 7.17 -3.56
C -3.30 -6.77 4.48
H -1.81 -5.00 3.06
C 3.47 -4.66 -7.80
H -1.87 4.56 -3.74
C 0.07 5.57 1.87
H 2.70 5.20 -2.48
C -3.67 0.05 11.13
C -0.64 -1.18 8.57
H -2.84 -4.12 -3.30
H -0.89 -2.65 -4.05
H 1.87 -0.89 -3.00
H -1.05 -7.91 2.40
H 1.06 -0.58 -4.57
H -4.30 -7.16 4.66
H -4.36 -4.55 0.30
H 7.03 3.31 -3.25
H 7.50 3.07 -4.95
C 7.14 3.80 -4.22
H 1.13 9.31 -4.90
H 7.90 4.57 -4.12
C 0.46 8.45 -3.03
C -2.66 1.95 12.20
H 1.96 -5.53 1.21
N 1.86 -4.53 1.30
H -0.35 6.22 3.88
H 0.61 -0.65 6.25
H 5.92 4.89 -5.65
H -0.19 -3.21 7.96
H -2.60 -7.58 4.74
H -0.62 -7.07 3.88
C 1.57 -2.58 6.02
H 4.10 -3.78 -7.74
H -2.16 -5.82 1.55
C -2.45 -3.92 -0.68
C -3.06 -5.55 5.35
O -3.93 2.88 -4.17
H 1.20 -5.44 -0.91
O 1.59 -3.15 -4.61
H -0.57 6.32 1.38
C -6.12 3.97 -3.94
C -2.12 4.47 0.17
H 4.89 -7.49 -7.06
H -0.44 -1.60 -1.85
H -3.30 5.59 -3.85
H -4.43 4.13 -2.60
C 0.40 -1.64 5.82
H 1.80 -2.72 7.08
C 3.32 -5.29 -6.43
O -2.50 0.80 11.39
C -3.18 1.65 13.59
H 1.91 -8.21 -7.05
H 5.10 3.57 -4.84
H 2.45 8.79 -3.85
N -0.45 -5.05 -2.78
C -2.02 -5.99 2.62
C -0.38 -4.39 -1.55
H -2.47 5.31 0.78
H -4.34 1.27 9.48
H -5.88 4.85 -4.53
H 2.46 -2.19 5.53
C -2.63 4.95 -4.42
H 1.08 5.99 1.90
C 1.94 5.96 -2.34
C -3.46 -4.34 -0.21
H -2.68 3.23 -5.70
H -3.86 -2.66 -3.41
C -1.04 3.68 0.88
H 0.75 -2.99 0.52
O 2.41 -6.38 -6.38
H 2.93 -4.55 -5.74
N 0.52 -4.72 -0.71
H -6.87 4.25 -3.20
H -0.17 -4.37 1.25
H -0.49 8.98 -3.01
H 1.56 10.26 -3.46
H 0.87 5.37 -4.10
H -1.32 -0.38 8.30
H 4.18 -9.06 -7.45
H -3.36 -0.79 10.51
H 4.08 -8.42 -5.80
C 2.72 -7.49 -7.20
H -0.77 2.82 0.26
C 5.95 6.40 -3.38
H 3.92 -5.35 -8.51
O -0.83 -2.14 6.31
H 2.71 0.03 -4.25
N -1.27 -3.41 -1.13
H -3.01 -3.29 -4.81
H 0.25 -1.48 4.75
*
```

These are the Löwdin partial charges, in e, on atoms 1 to 99:
1 H 0.1086
2 H 0.1150
3 H 0.1087
4 H 0.0662
5 H 0.1067
6 H 0.0676
7 H 0.1162
8 H 0.0777
9 H 0.0475
10 H 0.0783
11 H 0.1111
12 C -0.2791
13 O 0.1481
14 C -0.0753
15 C -0.1699
16 O -0.1767
17 O 0.2051
18 H 0.0674
19 C -0.2831
20 C -0.2764
21 O -0.1542
22 H 0.0816
23 H 0.0821
24 O -0.1677
25 C -0.0789
26 C -0.2795
27 H 0.1074
28 H 0.0767
29 C -0.0753
30 H 0.1353
31 H 0.0868
32 H 0.0712
33 H 0.1086
34 H 0.0662
35 H 0.0815
36 H 0.1100
37 H 0.0861
38 C -0.0785
39 H 0.0752
40 C -0.2823
41 H 0.0790
42 C -0.7400
43 H 0.1188
44 H 0.0751
45 H 0.0693
46 H 0.0863
47 I 0.9542
48 H 0.1178
49 H 0.0667
50 H 0.0829
51 H 0.0627
52 H 0.1631
53 H 0.1061
54 C -0.4740
55 H 0.1069
56 H 0.0726
57 H 0.1137
58 H 0.0821
59 C -0.1725
60 C -0.2104
61 C 0.0430
62 H 0.0782
63 C -0.0624
64 C -0.4418
65 C -0.0757
66 H 0.1339
67 C -0.0505
68 O -0.1712
69 C -0.2679
70 H 0.1105
71 C -0.0607
72 H 0.0746
73 C -0.2819
74 H 0.0694
75 C -0.2852
76 C -0.0755
77 H 0.0532
78 H 0.0437
79 H 0.0907
80 H 0.0880
81 H 0.0513
82 H 0.1212
83 H 0.0519
84 H 0.0809
85 H 0.0767
86 C -0.0793
87 H 0.0826
88 H 0.0675
89 C -0.2808
90 C -0.2814
91 H 0.0710
92 N 0.0461
93 H 0.0784
94 H 0.1087
95 H 0.1087
96 H 0.1078
97 H 0.1096
98 H 0.0755
99 C -0.0802

---

[4]
This record from OMol25 describes a 2-piece molecular cluster, H3N4O2 overall in a non-equilibrium geometry. The level of theory is the ωB97M-V functional and the def2-TZVPD basis.

Properties
- LUMO (spin up / spin down): 0.147 / 0.147 Eh
- HOMO-LUMO gap (spin up / spin down): 6.03 / 6.02 eV

The geometry in ORCA input format:
```
! RIJCOSX wB97M-V def2-TZVPD def2/J DEFGRID3
* xyz -1 1
H 2.97 -0.42 1.12
N 2.33 -0.46 0.33
O -1.24 1.56 -0.38
N -2.10 0.68 -0.20
H 1.71 0.36 0.46
O -3.32 0.96 -0.01
H 2.95 -0.53 -0.43
N -1.80 -0.53 -0.60
N -1.52 -1.61 -0.29
*
```

The computed Löwdin charges, all in e, follow:
1 H -0.0127
2 N 0.0099
3 O -0.1407
4 N -0.5443
5 H 0.0274
6 O -0.1466
7 H -0.0367
8 N -0.1648
9 N 0.0086

---

[5]
This record from OMol25 describes one molecule with the formula C6H12NO5P. The level of theory is the ωB97M-V functional and the def2-TZVPD basis.

Properties
- SMILES: C/C(=C\[C@@H](N)C(=O)O)CP(=O)(O)O
- LUMO: 0.016 Eh
- HOMO-LUMO gap: 9.80 eV

The geometry in ORCA input format:
```
! RIJCOSX wB97M-V def2-TZVPD def2/J DEFGRID3
* xyz 0 1
C 0.03 2.00 -1.45
H -1.48 1.62 1.59
O -3.59 -0.37 0.31
H 4.19 0.60 0.80
H 2.49 1.25 -0.77
C -1.48 1.44 0.52
H -0.77 -0.83 -1.38
H -0.94 2.08 -1.93
H 0.66 1.36 -2.07
H -2.15 2.13 0.03
O 1.32 -1.16 -1.16
H 1.37 -2.11 -1.36
H -3.99 0.01 -0.47
C 2.28 0.64 0.12
C 0.90 0.91 0.63
C -0.10 1.46 -0.06
P -2.00 -0.33 0.28
C 2.32 -0.83 -0.32
N 3.29 0.94 1.11
H 0.48 2.99 -1.42
H 3.07 0.45 1.98
H 0.71 0.54 1.63
O 3.15 -1.62 0.04
O -1.70 -0.62 -1.27
O -1.38 -1.27 1.20
*
```

The computed Löwdin charges, all in e, follow:
1 C -0.0442
2 H 0.1038
3 O -0.1098
4 H 0.0821
5 H 0.1511
6 C -0.1644
7 H 0.0416
8 H 0.0783
9 H 0.0751
10 H 0.0948
11 O 0.0905
12 H 0.1454
13 H 0.0778
14 C -0.3053
15 C -0.0426
16 C -0.3565
17 P 0.4321
18 C -0.4677
19 N 0.0577
20 H 0.0936
21 H 0.0836
22 H 0.1286
23 O 0.1280
24 O -0.1217
25 O -0.2517

---

[6]
This record from OMol25 describes one molecule with the formula C3HClF4 in a non-equilibrium geometry. The level of theory is the ωB97M-V functional and the def2-TZVPD basis.

Properties
- SMILES: F/C=C(\Cl)C(F)(F)F
- LUMO: 0.027 Eh
- HOMO-LUMO gap: 11.08 eV

The geometry in ORCA input format:
```
! RIJCOSX wB97M-V def2-TZVPD def2/J DEFGRID3
* xyz 0 1
F 1.48 1.15 -0.19
H -0.69 1.66 -0.09
C -1.16 0.72 -0.11
Cl -0.97 -1.88 0.04
F 1.74 -1.17 -0.83
F 1.39 -0.52 1.26
F -2.49 0.63 0.02
C -0.43 -0.33 -0.09
C 1.12 -0.26 -0.02
*
```

The computed Löwdin charges, all in e, follow:
1 F 0.0390
2 H 0.1204
3 C -0.1466
4 Cl 0.8429
5 F 0.1158
6 F 0.1301
7 F 0.0395
8 C -0.6395
9 C -0.5016

---

[7]
This record from OMol25 describes C18H40P2SiSn as an isolated structure in a non-equilibrium geometry. The level of theory is the ωB97M-V functional and the def2-TZVPD basis.

Properties
- LUMO: -0.015 Eh
- HOMO-LUMO gap: 3.97 eV

The geometry in ORCA input format:
```
! RIJCOSX wB97M-V def2-TZVPD def2/J DEFGRID3
* xyz 0 1
C -0.19 0.36 5.94
H -3.01 -2.05 0.50
H -1.07 -4.07 -2.39
H -1.14 1.47 2.33
Sn 2.19 0.10 2.93
C 1.25 -1.87 3.34
H 0.83 -2.88 -0.52
H 0.34 -0.58 6.15
H -2.39 1.12 -2.35
H 1.67 3.35 -0.62
H 1.24 1.07 -4.26
H 0.98 2.95 5.97
H -1.27 0.15 5.90
H -3.64 -0.05 -0.64
C -0.45 2.94 -3.18
H -1.08 2.17 -0.53
H 2.23 -3.52 -2.34
P 0.57 1.86 -2.14
C -1.23 1.56 3.42
H -2.97 -1.23 -1.77
C -1.87 0.54 -1.57
H -1.95 -2.73 -3.20
H 0.78 1.19 0.64
H 2.14 3.60 -2.32
C 0.94 -0.73 -0.28
H -0.56 0.16 0.97
H -2.06 -0.74 1.10
H -0.96 -0.25 -3.37
H 2.83 2.23 -1.42
C 0.16 -2.01 -0.77
H 2.06 -2.53 3.67
C -0.98 -3.25 -3.11
H 2.18 2.92 4.65
C -0.73 1.21 -0.99
H 1.70 -3.29 -4.04
H -0.77 3.81 -2.58
H 0.58 3.67 4.39
H -1.52 2.60 3.64
C 1.11 2.85 4.88
H 0.80 -2.21 2.40
H -2.03 0.89 3.75
H -1.25 -3.32 0.16
H 2.62 -2.00 -3.21
H 0.15 -0.92 -4.58
C 1.11 0.55 -3.30
P 0.29 -2.11 -2.55
C -1.08 -2.27 -0.05
C -2.18 -1.38 0.22
H 1.56 -1.04 0.58
Si 0.36 1.21 4.36
C 1.88 -2.79 -3.08
H 0.49 -1.76 4.13
C -2.69 -0.51 -0.98
C 0.09 0.47 0.14
H -1.35 2.41 -3.55
H 2.10 0.17 -2.99
H 1.68 -0.39 -1.03
H -0.67 -3.63 -4.09
H 0.00 1.05 6.77
H 0.15 3.28 -4.03
C 0.09 -0.59 -3.53
C 1.94 2.84 -1.56
*
```

The computed Löwdin charges, all in e, follow:
1 C -0.2307
2 H 0.1030
3 H 0.0654
4 H -0.0086
5 Sn 0.8533
6 C -0.3742
7 H 0.1153
8 H 0.0149
9 H 0.0630
10 H 0.0650
11 H 0.0887
12 H 0.0180
13 H 0.0283
14 H 0.0900
15 C -0.1867
16 H 0.1021
17 H 0.0602
18 P 0.9200
19 C -0.2184
20 H 0.0784
21 C -0.2846
22 H 0.0577
23 H 0.0573
24 H 0.0565
25 C -0.2183
26 H 0.0643
27 H 0.0679
28 H 0.0642
29 H 0.0641
30 C -0.4898
31 H -0.0294
32 C -0.1745
33 H 0.0003
34 C -0.4526
35 H 0.0524
36 H 0.0649
37 H 0.0229
38 H 0.0293
39 C -0.2724
40 H -0.0312
41 H 0.0331
42 H 0.0468
43 H 0.0491
44 H 0.0902
45 C -0.3072
46 P 0.9089
47 C -0.2452
48 C -0.2867
49 H 0.0287
50 Si 0.2846
51 C -0.1827
52 H -0.0362
53 C -0.2606
54 C -0.2314
55 H 0.0553
56 H 0.0704
57 H 0.0735
58 H 0.0497
59 H 0.0195
60 H 0.0522
61 C -0.3221
62 C -0.1858

---

[8]
This record from OMol25 describes C15H63BeN12O18 as an isolated structure in a non-equilibrium geometry. The level of theory is the ωB97M-V functional and the def2-TZVPD basis.

Properties
- LUMO: -0.070 Eh
- HOMO-LUMO gap: 9.17 eV

The geometry in ORCA input format:
```
! RIJCOSX wB97M-V def2-TZVPD def2/J DEFGRID3
* xyz 1 1
O 13.56 14.12 15.32
H 15.35 11.72 13.52
H 8.48 8.15 10.58
C 9.99 12.28 16.82
H 17.07 16.46 8.21
H 13.84 10.98 7.42
N 17.19 15.71 8.89
H 12.47 6.93 12.12
H 15.83 9.76 16.85
O 9.33 8.87 12.42
H 7.82 11.93 8.65
H 11.97 8.67 11.97
O 11.42 11.19 11.67
O 16.42 16.70 6.23
C 9.77 7.53 12.72
C 8.26 8.80 11.45
C 17.74 9.14 8.33
H 15.14 16.02 3.52
H 18.49 16.50 4.67
N 16.31 11.69 11.89
O 16.88 13.45 9.33
H 13.04 8.30 13.30
N 11.24 6.64 14.62
C 16.95 10.31 10.09
H 11.45 5.69 14.28
N 15.26 16.64 4.29
H 8.70 12.89 18.38
H 12.98 13.65 12.62
H 13.59 17.17 15.10
H 16.74 15.88 9.78
H 17.96 10.62 10.45
H 11.96 12.81 17.13
C 12.27 7.85 12.65
H 8.27 9.84 11.14
C 8.16 12.86 10.48
N 13.88 11.97 7.66
N 8.53 12.32 9.29
O 13.30 15.24 13.39
N 11.14 12.39 17.54
H 12.39 12.10 12.51
H 18.39 14.68 6.84
C 14.53 10.19 10.82
H 10.55 11.63 11.73
C 11.06 7.66 13.58
H 14.40 16.64 4.84
H 16.26 9.56 11.91
C 16.42 16.54 5.03
H 12.29 14.08 9.57
H 13.38 16.23 16.53
C 12.95 12.34 8.59
H 12.64 13.94 20.27
C 13.01 16.34 15.52
O 13.04 12.77 12.87
H 14.52 9.28 10.17
H 14.84 12.37 7.87
H 6.49 14.66 13.79
H 9.97 6.94 11.84
H 11.24 11.60 15.01
H 17.57 16.33 3.30
H 5.76 13.30 13.67
Be 13.31 12.62 14.47
H 12.82 5.92 18.01
C 16.04 10.39 11.19
H 6.70 14.00 9.67
H 15.88 12.46 11.42
O 8.84 12.60 11.47
H 13.33 12.66 19.80
H 10.51 13.74 11.21
H 10.40 6.58 15.16
H 17.12 9.63 7.56
O 14.82 11.81 14.38
C 17.29 14.41 8.63
O 12.28 11.47 15.00
H 13.87 10.02 11.69
H 12.64 10.60 15.01
H 7.26 8.46 11.74
H 12.79 6.09 16.51
O 12.09 11.50 8.97
C 13.28 15.19 14.64
H 10.87 8.51 14.27
H 16.56 10.99 9.33
O 9.97 12.03 15.60
N 17.59 16.16 4.28
N 17.90 14.09 7.48
H 8.00 11.92 17.25
H 18.11 8.23 7.89
H 11.96 16.73 15.62
N 12.91 13.72 8.83
N 8.84 12.44 17.49
H 9.50 12.04 9.26
O 11.05 14.55 11.07
H 6.64 13.45 11.42
O 5.72 14.21 13.53
H 17.30 11.97 12.03
O 15.39 10.61 16.60
H 14.72 10.62 17.33
H 14.13 10.92 10.10
H 11.16 14.76 11.99
O 12.51 13.08 19.90
N 6.98 13.49 10.47
O 13.04 6.57 17.35
H 13.05 14.19 7.96
H 8.96 6.99 13.23
H 18.50 9.88 8.41
H 15.31 11.53 15.15
H 11.68 11.13 10.74
H 17.60 13.15 7.15
O 17.08 8.99 9.60
H 11.14 12.51 18.56
*
```

These are the Löwdin partial charges, in e, on atoms 1 to 99:
1 O -0.0162
2 H 0.0840
3 H 0.0890
4 C -0.6023
5 H 0.0824
6 H 0.1147
7 N 0.1781
8 H 0.0843
9 H 0.0930
10 O -0.1895
11 H 0.1314
12 H 0.0580
13 O -0.0431
14 O 0.0227
15 C -0.1962
16 C -0.0918
17 C -0.0937
18 H 0.0873
19 H 0.1151
20 N 0.0460
21 O -0.0318
22 H 0.0812
23 N 0.0207
24 C -0.2930
25 H 0.0878
26 N 0.1437
27 H 0.1156
28 H 0.0118
29 H 0.0865
30 H 0.1149
31 H 0.1500
32 H 0.0869
33 C -0.0448
34 H 0.0670
35 C -0.6724
36 N 0.1426
37 N 0.1675
38 O 0.0068
39 N 0.1773
40 H 0.0522
41 H 0.0850
42 C -0.0095
43 H 0.0368
44 C -0.4233
45 H 0.1050
46 H 0.1550
47 C -0.6080
48 H 0.0666
49 H 0.0731
50 C -0.6146
51 H 0.0462
52 C -0.0056
53 O 0.0380
54 H 0.1006
55 H 0.1176
56 H 0.0160
57 H 0.1112
58 H 0.0744
59 H 0.0704
60 H 0.0093
61 Be 0.1433
62 H 0.0129
63 C -0.3951
64 H 0.1065
65 H 0.0639
66 O -0.0116
67 H 0.0267
68 H 0.0176
69 H 0.0662
70 H 0.0849
71 O 0.0171
72 C -0.6919
73 O 0.0292
74 H 0.0544
75 H 0.0845
76 H 0.0857
77 H 0.0366
78 O -0.0372
79 C -0.6031
80 H 0.1372
81 H 0.1026
82 O 0.0312
83 N 0.1246
84 N 0.1535
85 H 0.1187
86 H 0.0870
87 H 0.1102
88 N 0.1731
89 N 0.1721
90 H 0.0819
91 O -0.0423
92 H 0.0900
93 O -0.0003
94 H 0.1091
95 O -0.0567
96 H 0.0897
97 H 0.0482
98 H 0.0278
99 O -0.0073